C12H48F2InNO16S2 as an isolated structure at a distorted geometry, computed with wB97M-V/def2-TZVPD.

Summary:
Strongest force on any atom   0.186 Eh/bohr
Energy above the lowest of the compared OMol25 structures with the same formula, charge and spin   242.8 kJ/mol
Frontier orbital gap   2.012 eV
Charge   +2

```
82
C12H48F2InNO16S2, DFT wB97M-V/def2-TZVPD
In 0.845 0.032 3.554
N 0.093 0.052 0.809
S -0.940 -0.620 -0.137
O -0.390 -1.687 -1.027
O -2.204 0.045 -0.364
F -1.367 -1.574 1.110
S 0.532 1.069 -0.376
O -0.328 2.205 -0.644
O 1.339 0.556 -1.485
F 1.672 1.759 0.517
C -0.956 3.456 -3.825
O 0.423 3.054 -3.663
H -1.539 2.685 -4.329
H -1.490 3.708 -2.909
H -1.036 4.325 -4.478
H 0.732 3.808 -3.155
C 0.463 -5.191 -1.219
O 0.056 -6.297 -0.392
H 0.253 -5.351 -2.277
H -0.081 -4.286 -0.948
H 1.516 -4.923 -1.137
H -0.621 -5.991 0.217
C -3.024 -1.822 3.422
O -1.894 -1.640 4.326
H -2.932 -2.673 2.747
H -3.922 -2.032 4.004
H -3.180 -0.976 2.752
H -2.227 -1.648 5.226
C 4.384 0.908 1.378
O 3.471 1.315 2.383
H 4.746 1.645 0.662
H 5.273 0.420 1.777
H 3.939 0.134 0.753
H 3.819 2.125 2.765
C -2.437 2.256 2.222
O -1.900 1.355 3.174
H -3.373 2.737 2.506
H -1.741 3.052 1.956
H -2.724 1.746 1.303
H -2.340 1.562 4.002
C 1.234 -3.807 2.282
O 1.006 -2.430 1.913
H 1.921 -3.825 3.128
H 0.268 -4.219 2.572
H 1.703 -4.370 1.475
H 0.472 -2.420 1.116
C -0.105 -1.314 -5.237
O -0.284 -1.353 -3.817
H -0.487 -2.269 -5.597
H -0.641 -0.479 -5.689
H 0.965 -1.185 -5.396
H 0.079 -2.194 -3.527
C 0.355 3.851 4.639
O 0.603 2.979 3.545
H -0.541 4.429 4.414
H 0.248 3.184 5.495
H 1.188 4.536 4.793
H 0.915 3.479 2.787
C -3.286 -0.551 -2.918
O -2.698 0.666 -3.144
H -4.266 -0.425 -2.458
H -3.567 -1.064 -3.838
H -2.665 -1.253 -2.361
H -1.790 0.488 -3.403
C -3.060 -4.139 0.465
O -1.823 -4.328 1.006
H -3.074 -4.871 -0.342
H -3.782 -4.156 1.281
H -3.000 -3.140 0.033
H -1.901 -5.044 1.640
C 3.546 1.037 -3.507
O 2.657 1.722 -4.356
H 3.630 1.672 -2.625
H 3.159 0.112 -3.082
H 4.421 0.818 -4.120
H 1.849 1.932 -3.882
C 2.662 4.773 0.587
O 2.145 4.387 1.815
H 2.122 4.227 -0.187
H 2.378 5.808 0.399
H 3.741 4.787 0.432
H 2.793 4.649 2.473
```

Results of the Mulliken charge analysis, in e, for atoms 1 through 8: atom 1 (In): 1.21, atom 2 (N): 0.67, atom 3 (S): 0.31, atom 4 (O): -0.40, atom 5 (O): -0.67, atom 6 (F): -0.16, atom 7 (S): 0.51, atom 8 (O): -0.55